ORCA calculation (ωB97M-V/def2-TZVPD) on 13 unconnected molecules or ions with the total composition C6H37NO12.

Total energy ... -32884.75849 eV
LUMO level ... 0.491 eV
HOMO ... -0.350 Eh

Geometry as XYZ:
```
56
Properties=species:S:1:pos:R:3:forces:R:3
C 0.52164 -4.13810 0.88231 0.603 -0.409 0.754
N 0.91110 -2.79990 0.42377 0.423 -0.271 -0.401
C 1.84273 -2.84182 -0.75908 -0.508 0.064 0.351
C 2.34909 -1.41284 -1.01425 -0.440 0.653 -1.423
C 3.47241 -1.01954 -0.09694 0.498 0.481 -0.879
C 4.55945 -0.35601 -0.51047 0.074 -0.477 1.739
C 1.13847 -3.37095 -2.01581 -0.334 0.099 1.707
H 1.45930 -4.73702 1.10511 -1.064 0.663 -0.166
H -0.06024 -4.02969 1.81813 0.339 -0.139 -0.373
H -0.09411 -4.73553 0.19547 0.148 0.264 -0.077
H 0.07007 -2.24661 0.18126 0.611 -0.469 -0.096
H 2.68837 -3.51275 -0.44942 -0.609 0.551 -0.371
H 2.64698 -1.30548 -2.11809 -0.111 -0.208 1.560
H 1.47403 -0.69262 -0.94533 0.897 -0.886 0.174
H 3.38436 -1.32895 0.93760 0.120 0.109 0.026
H 5.40169 -0.12121 0.13416 -0.310 -0.149 0.471
H 4.78214 -0.02125 -1.47692 -0.387 0.196 -1.647
H 0.34725 -2.70322 -2.30184 -0.478 0.338 -0.088
H 0.74217 -4.35043 -1.84830 -0.499 -0.606 0.236
H 1.78334 -3.48777 -2.82030 1.471 0.046 -1.522
H 1.54211 -1.75581 3.46279 -0.081 -0.239 0.067
H 1.65208 -2.01096 1.85055 -0.198 0.781 1.221
O 1.80978 -1.34321 2.64110 0.049 -0.808 -1.327
H 1.48912 4.88745 -0.05555 -0.427 -0.430 0.737
H 1.38031 3.41243 0.40864 -0.020 0.443 0.150
O 1.10736 4.33261 0.65830 0.753 0.183 -0.835
H -1.89789 2.66414 1.48201 -0.269 -0.876 0.372
H -1.25491 1.23878 1.73356 0.535 -0.210 0.232
O -2.08895 1.71777 1.82788 -0.366 1.303 -0.470
H -0.25897 -0.23722 0.66235 -0.118 -0.105 -0.008
H 0.71298 -0.30925 1.93457 -0.320 0.345 -0.087
O 0.13018 0.29383 1.39341 0.539 -0.159 0.138
H -4.03735 1.43176 -1.14910 -0.425 -0.776 0.920
H -4.99290 2.66799 -1.30780 -1.594 1.086 1.365
O -4.34340 2.15221 -1.70643 1.862 -0.527 -2.228
H 0.68130 1.47266 -1.49070 0.247 0.403 0.273
H -0.72250 1.80755 -2.07262 -0.789 1.240 0.095
O -0.03066 1.16533 -2.05878 0.672 -1.768 -0.766
H -1.89499 3.72898 -2.58480 -0.030 0.391 -0.501
H -2.78799 2.70978 -1.78871 1.183 0.967 -0.276
O -1.84704 3.13271 -1.84547 -1.556 -1.024 0.316
H -0.59329 4.18864 0.73194 0.441 0.272 0.066
H -1.70003 3.82176 -0.22905 -0.225 -0.295 -1.482
O -1.55134 4.05334 0.67271 -0.398 0.223 1.713
H 2.58220 1.45776 -0.07153 0.445 -0.113 -0.047
H 1.15758 1.23734 0.50804 0.221 0.415 -0.243
O 1.69746 1.82531 -0.11166 -0.350 -0.369 0.549
H -2.95553 0.88628 0.62055 0.069 0.025 0.034
H -3.94119 -0.26862 0.52464 -0.673 -0.554 0.672
O -3.40241 0.28252 -0.02627 0.546 0.630 -0.787
H -0.73148 -0.26292 -1.32796 0.526 0.782 -0.809
H -1.97214 -0.58674 -0.51405 -0.586 0.045 0.110
O -1.07269 -0.89359 -0.69022 0.064 -1.046 0.559
H -3.32676 0.67011 2.54538 -0.315 -0.123 -0.232
H -3.95383 -0.31420 3.47833 -0.247 -0.519 0.798
O -4.00446 -0.04481 2.57286 0.391 0.559 -0.264
```
Positions in Å, forces in eV/Å.

=====

ORCA calculation (ωB97M-V/def2-TZVPD) on 14 unconnected molecules or ions with the total composition C6H37NO14.

Total energy ... -36976.97624 eV
LUMO level ... -0.072 eV
HOMO ... -0.336 Eh

Geometry as XYZ:
```
58
Properties=species:S:1:pos:R:3:forces:R:3
O 1.66762 0.32528 3.40448 0.191 0.308 -0.126
C 1.27130 1.38034 2.97133 -0.580 0.243 -0.368
C -0.04160 1.52072 2.20236 0.735 0.804 1.419
C -1.11626 0.93798 3.12972 -0.341 -1.366 -1.164
C -2.31792 0.54987 2.24457 -0.959 -0.071 1.715
C -4.15850 1.62036 0.93161 0.902 0.392 -0.330
C -3.27507 1.68090 1.92476 -0.140 -1.057 -0.196
N -0.33612 2.91879 1.97492 -0.099 0.776 -0.494
H 1.80026 2.32851 3.13046 0.371 0.088 0.205
H 0.09394 0.92832 1.28838 -0.254 -0.197 -0.003
H -1.39607 1.57830 3.95350 0.032 0.687 -0.111
H -0.68845 0.06283 3.62254 -0.172 -0.341 -0.225
H -1.95170 -0.06815 1.43602 -0.180 0.140 -0.616
H -3.03016 -0.08707 2.80863 0.681 -0.199 0.093
H -4.07988 0.83175 0.17734 -0.097 0.289 0.165
H -4.83846 2.43729 0.75116 -0.383 -0.119 0.086
H -3.38804 2.35747 2.76296 0.098 0.538 -0.300
H 0.46902 3.53844 1.83759 0.061 -0.637 0.027
H -0.89936 3.05903 1.14301 -0.132 -0.165 0.156
H -1.49135 -0.39506 -4.62657 0.131 -0.195 -0.231
H -0.75472 0.86016 -5.00726 0.080 0.933 0.031
O -0.68922 -0.08082 -5.06786 -0.262 -0.829 -0.061
H -1.32271 -0.97208 -2.63235 0.371 -0.061 0.023
H -0.62716 -0.93490 -1.28335 0.145 -0.003 -0.223
O -0.53323 -0.60775 -2.19186 -0.337 0.109 0.635
H 0.30513 -2.84817 2.51301 0.183 -0.764 0.586
H -0.93460 -2.70472 3.37423 -0.364 0.027 0.249
O -0.54978 -3.30660 2.73610 0.523 0.562 -0.435
H 1.60812 4.23675 -2.40263 -0.103 0.202 -0.203
H 2.06218 3.17819 -1.43682 0.242 -0.220 0.340
O 1.50842 3.96068 -1.48948 -0.173 0.061 -0.564
H 0.20945 -1.91368 -3.64047 0.346 -0.288 0.743
H 1.02740 -1.86870 -4.79833 0.573 -0.255 -0.275
O 1.00184 -2.37044 -3.97307 -0.668 0.515 -0.384
H 2.75050 3.48444 0.83380 0.559 -0.080 -0.800
H 1.94906 4.73907 0.27316 0.301 -0.392 -0.569
O 2.14268 4.18926 1.03038 -0.450 0.542 1.796
H -2.15738 -3.00685 -0.87253 -0.251 -0.669 -0.414
H -3.32713 -3.93368 -0.62189 -0.142 -0.012 -0.377
O -2.82940 -3.55275 -1.35917 0.309 0.500 1.100
H -0.55679 -2.95750 1.07073 -0.483 0.371 -0.787
H -0.34541 -3.86891 -0.06950 0.073 0.113 -0.559
O -0.52157 -2.92771 0.06995 0.186 -0.309 0.939
H -2.75033 -2.60197 -2.85776 0.207 -0.198 -0.457
H -1.76813 -3.17423 -3.89775 0.017 0.192 0.069
O -2.17532 -2.34639 -3.61027 -0.422 0.137 -0.001
H 3.55123 -2.04686 -0.74224 -1.297 -0.070 0.668
H 1.95532 -1.89342 -0.45109 -0.072 -0.560 -0.412
O 2.84383 -1.79385 -0.09786 1.339 0.218 -0.431
H 2.93079 -0.53333 -1.63004 0.150 0.082 0.094
H 2.60795 0.64612 -2.47781 -0.202 0.216 -0.422
O 3.35645 0.21551 -2.06513 -0.041 -0.161 -0.107
H 4.29706 1.57632 -0.93623 0.246 0.993 -0.052
H 3.50926 1.22726 0.12901 -0.321 0.362 0.840
O 3.97347 2.03825 -0.13274 -0.093 -1.199 -0.572
H 2.55347 -2.11426 1.72814 0.345 -0.085 -0.599
H 1.51864 -1.29217 2.51352 0.807 -0.723 0.297
O 1.88739 -2.20615 2.40472 -1.185 0.825 0.596
```
Positions in Å, forces in eV/Å.

=====

ORCA calculation (ωB97M-V/def2-TZVPD) on 14 unconnected molecules or ions with the total composition C6H37O15.

Total energy ... -37532.73697 eV
LUMO level ... 2.470 eV
Net charge ... -1
HOMO ... -0.268 Eh

Geometry as XYZ:
```
58
Properties=species:S:1:pos:R:3:forces:R:3
O -0.70475 1.87880 -0.56850 -0.028 3.566 1.361
C 0.02266 1.11242 -1.14511 -4.361 -4.092 -0.206
O -0.52118 -0.04196 -1.42482 0.546 0.396 -1.373
C 1.36642 1.27313 -1.51154 4.222 0.901 -0.176
C 2.20094 0.92500 -0.17893 0.494 3.334 -0.614
C 3.77167 1.17167 -0.06756 -0.765 -1.106 -2.864
C 4.40538 -0.18086 -0.61387 -1.685 0.039 0.090
C 4.15705 1.52754 1.33482 0.569 -1.713 1.246
H 1.66498 0.67802 -2.38313 -0.178 0.245 0.201
H 1.42095 2.36432 -1.72190 0.867 -0.590 0.004
H 1.85726 1.83824 0.30941 -0.511 -0.596 1.256
H 1.90116 -0.00704 0.30655 -0.013 0.270 -0.208
H 4.14602 2.03322 -0.79908 -1.160 -1.701 1.379
H 4.78033 -0.94406 0.10636 0.777 1.236 -0.344
H 4.93914 0.16518 -1.47404 1.468 -0.763 -0.223
H 3.60951 -0.81539 -1.05173 -0.071 0.557 -0.036
H 4.64076 0.62348 1.80142 -0.358 0.822 -0.281
H 4.92106 2.29540 1.33282 -0.196 0.415 0.380
H 3.28299 1.70308 1.98242 0.434 0.551 -0.273
H -1.45168 -2.14779 -2.25637 -0.678 0.087 -0.013
H -2.02967 -0.76604 -2.04152 -0.111 -1.206 -0.171
O -2.31359 -1.69287 -2.26047 0.262 0.648 0.015
H -0.73117 -3.38100 1.95050 0.067 0.464 -1.164
H -1.32852 -2.56095 3.09987 -0.816 2.252 0.043
O -0.96275 -3.37521 2.85861 0.576 -2.646 1.311
H -3.28752 1.28886 0.75143 -0.507 -0.459 0.200
H -1.97092 1.84594 0.77739 1.187 0.046 -0.257
O -2.63972 1.58487 1.40732 -0.623 0.432 0.161
H -1.36276 4.29145 -1.57674 0.074 -0.788 1.852
H -0.58479 3.79573 -2.85799 -1.977 1.728 1.383
O -1.24916 4.48272 -2.47872 1.939 -0.909 -3.175
H 0.32034 -2.86443 -1.36305 1.122 6.757 -3.553
H 0.46473 -4.23022 -1.54650 2.947 -7.344 -6.853
O 0.22780 -3.64267 -1.00699 -3.893 -0.046 10.583
H -2.19224 -0.02460 2.57867 1.944 0.094 1.811
H -0.77597 -0.10476 2.35531 1.282 -0.073 -0.977
O -1.31741 -0.14410 3.12309 -3.118 -0.184 -0.566
H -3.15356 2.47191 -1.72521 -0.271 9.079 7.235
H -2.35856 1.25829 -1.91831 -1.318 1.169 -0.349
O -3.11780 1.83026 -2.24150 1.827 -9.643 -7.633
H 0.27759 -2.29743 0.52165 -0.773 1.409 0.546
H -0.40143 -1.09846 -0.18175 -0.277 0.479 -0.115
O -0.21546 -1.44541 0.70868 0.768 -1.638 -0.305
H 0.96638 -1.86635 3.21815 1.194 -0.226 -1.159
H 1.09418 -1.02234 1.95174 1.364 -2.019 0.892
O 1.62089 -1.74418 2.46708 -1.915 1.884 0.568
H -1.12520 4.06705 2.70862 2.040 0.229 -0.577
H -2.35092 3.35534 2.34505 -2.149 -3.886 -3.646
O -2.00602 3.91288 2.93592 0.085 3.643 4.352
H 2.16837 -4.48167 0.57975 -2.832 0.527 -2.404
H 2.95619 -3.74238 1.58108 -0.043 1.622 0.807
O 2.83363 -4.57685 1.18354 2.728 -2.030 1.615
H 0.28794 -0.81841 -2.57617 1.202 -2.085 0.774
H 1.54540 -1.68270 -2.88285 17.912 1.604 -6.538
O 0.81789 -1.73899 -2.62317 -18.711 0.157 5.614
H -3.86886 -0.40287 -0.92928 0.328 -0.802 -0.378
H -4.76466 0.92622 -1.12785 3.264 -2.458 2.960
O -4.08381 0.37318 -0.42403 -4.151 2.360 -2.207
```
Positions in Å, forces in eV/Å.

=====

ORCA calculation (ωB97M-V/def2-TZVPD) on 13 unconnected molecules or ions with the total composition C6H38BClO13.

Total energy ... -46656.36922 eV
LUMO level ... 0.283 eV
HOMO ... -0.375 Eh

Geometry as XYZ:
```
59
Properties=species:S:1:pos:R:3:forces:R:3
C 3.21700 1.15183 -0.96472 -0.227 0.305 -0.052
C 2.53918 0.73761 -2.26987 0.147 -0.164 -0.003
C 1.63187 -0.48724 -2.15738 0.197 -0.404 -0.192
O 0.23522 -0.16471 -2.02188 0.215 0.561 0.037
B -0.17107 0.52343 -0.94044 -0.251 -0.184 0.307
C -1.58732 1.23885 -1.06194 0.170 -0.412 -0.340
Cl -2.03865 2.01657 0.51443 -0.179 0.095 -0.008
C -1.69549 2.20676 -2.23232 -0.183 0.542 0.103
C -0.86600 3.50279 -2.09112 -0.003 -0.540 -0.211
H 3.65057 0.28795 -0.46113 0.031 -0.006 0.005
H 4.00446 1.88006 -1.16279 0.047 -0.055 0.006
H 2.51771 1.63931 -0.28307 0.018 -0.103 0.051
H 1.97539 1.56745 -2.70468 -0.029 -0.008 0.002
H 3.31446 0.49247 -3.00080 0.002 -0.004 0.017
H 1.71120 -1.07762 -3.07060 -0.162 0.026 -0.013
H 1.94641 -1.13867 -1.33861 -0.042 0.098 0.073
H 0.45566 0.56305 0.07595 0.152 0.090 -0.123
H -2.33755 0.45461 -1.19785 -0.026 0.060 -0.003
H -1.37191 1.66919 -3.12517 -0.023 -0.185 0.072
H -2.74641 2.46496 -2.38433 0.009 -0.038 -0.006
H -1.51471 4.37270 -2.06739 0.074 0.082 0.161
H -0.20825 3.59901 -2.95312 0.032 0.126 0.082
H -0.24337 3.47303 -1.19833 0.011 0.149 0.020
O -1.91944 -1.38583 0.81208 -0.206 0.202 0.025
H -2.33050 -0.51329 0.85773 0.061 -0.018 0.107
H -2.16801 -1.76627 -0.04126 0.218 -0.217 -0.003
O 2.86434 -2.95666 0.14621 0.079 0.022 -0.123
H 2.14062 -2.68759 0.71958 0.005 0.055 0.049
H 3.53940 -3.26208 0.76986 -0.198 -0.007 0.035
O 3.40260 -4.10259 2.74912 -0.017 0.068 0.042
H 3.41568 -3.59489 3.57102 0.051 -0.082 0.129
H 2.49971 -4.43049 2.68841 0.001 -0.032 0.014
O -2.82178 5.69400 -3.85404 0.015 0.041 -0.080
H -3.10102 6.61392 -3.89616 -0.008 -0.004 0.029
H -3.15773 5.29902 -4.66446 -0.017 -0.020 0.019
O -1.58439 -3.46591 -1.04998 -0.096 -0.043 -0.016
H -1.10532 -3.64809 -1.86382 0.014 0.061 -0.007
H -1.15795 -4.01071 -0.38021 0.016 0.005 0.016
O -1.21957 -2.53406 3.38951 0.023 -0.105 0.018
H -1.49161 -2.12499 2.55436 0.056 0.042 -0.077
H -2.03177 -2.57057 3.90488 -0.010 0.006 -0.014
O 1.14031 4.26350 0.97093 -0.022 0.074 -0.015
H 1.08754 4.54440 1.89041 0.035 -0.099 0.052
H 0.37457 3.69027 0.86333 -0.016 -0.059 -0.014
O 0.84796 4.08328 -5.00312 0.025 -0.006 -0.102
H 0.54265 4.99625 -5.00948 -0.023 -0.008 0.051
H 0.55602 3.71809 -5.84375 0.021 0.003 -0.007
O 3.39011 -3.71968 5.85604 0.013 -0.013 -0.054
H 3.62321 -4.61817 6.10907 0.010 -0.009 -0.041
H 3.64132 -3.17612 6.60868 -0.021 0.048 -0.029
O -0.84318 3.40166 3.50654 0.074 0.137 -0.080
H -1.24607 4.27529 3.52890 -0.055 -0.021 0.028
H -1.10538 3.03402 2.65463 -0.015 -0.098 0.055
O -3.85956 -3.82671 2.67821 -0.032 -0.110 -0.024
H -4.12677 -3.36731 1.87602 -0.005 0.046 0.018
H -2.97509 -4.16129 2.47811 0.033 0.047 0.012
O -2.44192 -6.48096 2.60428 0.009 0.089 0.016
H -1.98906 -6.37639 3.44714 0.012 -0.029 0.002
H -3.36280 -6.26673 2.79430 -0.015 0.008 -0.016
```
Positions in Å, forces in eV/Å.